# C28H29N5O5S

C28H29N5O5S in the gas phase (ωB97M-V with the def2-TZVPD basis set, the OMol25 dataset).

```
68
Properties=species:S:1:pos:R:3:forces:R:3:nbo_charge:R:1
C 0.991387 -3.174459 -3.671951 -0.21 -0.04 -0.19 -0.253
O 1.945325 -2.966150 -2.660227 0.21 0.03 0.46 -0.486
C 1.534687 -3.002184 -1.363908 0.22 0.05 -0.05 0.253
C 0.232005 -3.206014 -0.941038 0.09 0.02 -0.23 -0.295
C -0.088622 -3.177094 0.407733 0.23 -0.07 0.24 -0.193
C 0.893781 -2.928024 1.353607 -0.15 -0.12 -0.48 -0.093
C 0.600306 -2.871975 2.777802 0.13 -0.29 0.76 0.107
C 1.250140 -3.504594 3.822742 -0.25 0.34 -0.81 -0.104
N 0.612377 -3.209395 4.967937 0.36 -0.34 0.50 -0.222
N -0.371534 -2.443741 4.715611 -0.86 0.62 0.49 -0.062
N -0.424258 -2.209189 3.396435 1.13 -0.78 -0.19 -0.176
C -1.395205 -1.333536 2.897230 -0.77 0.67 -0.18 0.094
C -2.540658 -1.113100 3.659784 0.15 -0.14 -0.14 -0.179
C -3.500802 -0.227173 3.223393 0.06 0.15 -0.22 -0.236
C -3.361404 0.447493 2.007070 0.51 -0.37 0.10 0.157
N -4.386795 1.315457 1.631416 -0.59 -0.03 0.34 -0.601
C -4.464515 2.332808 0.719220 0.05 -0.02 0.02 0.665
O -5.519233 2.897473 0.531164 -0.07 0.14 -0.17 -0.573
C -3.203595 2.690970 0.000816 0.11 0.38 -0.11 -0.127
C -3.129906 2.490388 -1.374951 0.04 0.02 0.14 -0.183
C -1.932160 2.701956 -2.034595 -0.13 -0.01 -0.07 -0.177
C -0.834780 3.140384 -1.318887 0.47 0.01 -0.07 -0.319
S 0.750176 3.183802 -2.154786 -0.44 -0.42 0.14 2.318
O 0.598888 3.776666 -3.449158 -0.13 -0.12 -0.19 -0.936
O 1.722555 3.743855 -1.256689 -0.16 -0.12 0.16 -0.944
N 0.933868 1.528735 -2.378436 -0.27 1.01 -0.04 -0.679
C 1.693937 1.139770 -3.551283 0.35 0.30 -0.57 -0.228
C 3.197450 1.268755 -3.320199 -0.09 -0.27 0.01 -0.419
C 3.602499 0.432036 -2.108972 0.01 0.22 0.03 -0.411
C 2.805929 0.886622 -0.887773 -0.04 -0.17 -0.08 -0.428
C 1.308203 0.805811 -1.180643 0.19 -0.07 0.65 -0.234
C -0.922618 3.433247 0.028935 0.14 0.11 0.03 -0.199
C -2.114708 3.208986 0.696210 -0.23 -0.03 -0.18 -0.146
C -2.229513 0.191991 1.235806 -0.14 -0.04 0.04 -0.258
C -1.241278 -0.658061 1.693481 0.07 -0.08 0.28 -0.153
C 2.219238 -2.766474 0.939853 0.05 0.06 -0.11 -0.290
C 2.552752 -2.806673 -0.400173 0.01 -0.04 -0.26 0.335
O 3.807384 -2.663611 -0.899911 -0.43 -0.09 -0.16 -0.496
C 4.875866 -2.499660 -0.000285 0.20 0.05 0.18 -0.254
H 1.539529 -3.103097 -4.609953 -0.08 -0.01 0.04 0.206
H 0.206855 -2.409824 -3.651398 0.02 -0.03 0.01 0.175
H 0.533363 -4.165816 -3.596293 0.01 0.05 0.01 0.180
H -0.553022 -3.389204 -1.656656 -0.04 -0.01 -0.13 0.227
H -1.109957 -3.344347 0.714628 -0.08 0.01 0.03 0.224
H 2.102804 -4.150740 3.799616 0.17 -0.15 -0.07 0.215
H -2.649350 -1.633205 4.597757 -0.06 -0.01 0.05 0.248
H -4.377909 -0.053802 3.829466 -0.09 0.03 0.08 0.216
H -5.250957 1.194816 2.150204 0.11 0.12 -0.19 0.412
H -4.000158 2.136439 -1.906290 -0.07 -0.03 -0.07 0.233
H -1.825010 2.523084 -3.092122 -0.08 -0.09 -0.15 0.242
H 1.433354 0.102353 -3.786167 -0.05 0.03 0.03 0.194
H 1.364355 1.788834 -4.362913 0.06 -0.23 -0.12 0.238
H 3.735116 0.940535 -4.210892 0.02 0.06 -0.05 0.213
H 3.430958 2.320207 -3.138502 0.08 0.04 -0.08 0.209
H 3.402767 -0.623014 -2.310240 0.06 -0.05 -0.01 0.212
H 4.671194 0.542831 -1.916837 0.03 -0.08 -0.01 0.209
H 3.033815 0.263027 -0.021198 0.00 -0.01 0.07 0.205
H 3.055325 1.921770 -0.650333 0.05 -0.08 0.09 0.230
H 1.008197 -0.239966 -1.319260 -0.06 0.06 0.02 0.205
H 0.730406 1.228155 -0.354684 0.00 -0.22 0.11 0.213
H -0.049319 3.811548 0.536821 0.08 0.02 0.12 0.248
H -2.193637 3.404678 1.754917 0.02 -0.02 0.12 0.223
H -2.101652 0.645388 0.269106 0.05 0.00 -0.06 0.228
H -0.353836 -0.790942 1.097363 0.02 0.02 -0.03 0.225
H 2.974514 -2.595484 1.689945 0.12 0.06 0.04 0.231
H 4.964039 -3.352952 0.679658 -0.02 0.04 -0.02 0.180
H 4.776203 -1.578167 0.582425 -0.02 -0.03 0.00 0.177
H 5.769847 -2.437147 -0.617969 -0.03 0.00 0.08 0.206
```
Forces are in eV/Å.

F_max = 1.380 eV/A
Gap between HOMO and LUMO = 8.515 eV
Calculated total energy = -2132.52058 a.u.
HOMO energy = -8.4 eV
Total charge = 0

# C28H30As2HfN2O5S2

A molecular structure, C28H30As2HfN2O5S2 (ωB97M-V with the def2-TZVPD basis set, the OMol25 dataset).

```
70
Properties=species:S:1:pos:R:3:forces:R:3:nbo_charge:R:1
Hf 0.186933 0.531832 0.299517 -3.47 -0.92 1.67 1.949
C 0.079737 -0.943447 4.664349 0.04 -0.01 0.01 -0.692
C 0.581753 -0.403847 3.361750 -0.30 -0.11 -0.05 0.410
N -0.209832 -0.329442 2.338598 -0.11 -0.01 0.34 -0.454
N -1.475892 -0.872013 2.487581 -0.35 -0.37 0.47 -0.383
C -2.399752 -0.359811 1.747591 0.26 -0.02 0.48 -0.050
S -2.259176 1.045537 0.736372 -0.78 0.11 -0.05 -0.247
S -3.958364 -1.201966 1.875566 -0.11 0.07 0.01 0.246
C -4.909200 0.195573 2.592987 0.27 -0.16 -0.15 -0.549
C -4.404344 0.547412 3.959409 -0.03 0.06 0.08 0.048
C -3.487338 1.580873 4.127203 -0.02 0.04 -0.05 -0.249
C -3.019919 1.909230 5.392149 0.04 0.00 0.05 -0.200
C -3.460596 1.205134 6.502786 0.02 0.02 0.00 -0.222
C -4.354118 0.154728 6.339512 -0.01 -0.04 0.02 -0.207
C -4.818479 -0.173134 5.076212 0.01 -0.01 -0.01 -0.233
C 1.958062 0.041199 3.190403 0.11 0.31 -0.18 -0.217
C 2.982928 -0.486264 3.989249 -0.14 -0.03 -0.03 -0.152
C 4.287855 -0.080298 3.836024 0.12 -0.02 0.03 -0.250
C 4.596572 0.893775 2.885398 -0.07 -0.08 0.03 -0.171
C 3.608268 1.441158 2.099064 -0.12 0.12 -0.17 -0.217
C 2.274944 1.024931 2.217909 0.39 -0.10 0.86 0.351
O 1.338756 1.591149 1.470307 1.15 0.61 0.68 -0.807
H -0.894444 -0.506661 4.881833 -0.01 -0.04 0.01 0.266
H 0.763554 -0.727348 5.479446 0.03 -0.01 -0.03 0.229
H -0.066438 -2.023606 4.584330 -0.04 0.01 0.02 0.248
H -5.939843 -0.153447 2.614618 -0.03 0.03 -0.02 0.237
H -4.816808 1.028767 1.898512 -0.13 0.04 0.03 0.241
H -3.136439 2.132059 3.261304 -0.05 0.00 0.04 0.228
H -2.312352 2.720614 5.510465 -0.02 0.00 -0.01 0.216
H -3.117141 1.478208 7.492324 0.03 -0.03 -0.01 0.214
H -4.689644 -0.409525 7.200458 -0.02 0.01 0.00 0.214
H -5.504285 -1.003514 4.950690 -0.02 0.03 0.00 0.211
H 2.737891 -1.253746 4.712981 0.04 0.04 0.03 0.212
H 5.067989 -0.513152 4.447551 -0.01 0.00 -0.01 0.218
H 5.619703 1.222434 2.758919 0.00 0.00 0.00 0.221
H 3.837008 2.198355 1.358993 -0.02 0.00 0.02 0.232
C -1.271265 -3.765627 0.559142 -0.23 0.62 0.14 -0.917
As -0.094607 -2.261032 0.069391 0.39 -1.85 -0.48 0.952
C 1.532267 -2.931938 0.934651 0.03 0.19 0.01 -0.927
C 0.275120 -2.764116 -1.787317 -0.03 0.21 -0.01 -0.339
C 0.802754 -4.011448 -2.107942 -0.02 -0.02 0.20 -0.203
C 1.076099 -4.351811 -3.421058 -0.01 0.01 -0.04 -0.202
C 0.828314 -3.434294 -4.432726 0.01 -0.01 -0.03 -0.213
C 0.302409 -2.191132 -4.123550 -0.04 0.06 0.04 -0.154
C 0.013958 -1.845868 -2.805884 -0.04 0.12 0.12 -0.330
As -0.838440 -0.124398 -2.355958 -0.39 -1.00 -1.48 0.998
C -0.149092 0.988322 -3.818930 0.10 0.18 0.34 -0.948
C -2.576360 -0.614773 -3.173588 0.06 0.31 0.51 -0.917
H -0.771661 -4.714118 0.379309 0.13 0.06 -0.08 0.226
H -2.189676 -3.717962 -0.024268 0.02 0.01 -0.02 0.238
H -1.528707 -3.674955 1.614368 0.02 0.00 0.00 0.246
H 1.712412 -3.976260 0.688748 -0.08 -0.02 -0.05 0.224
H 1.431081 -2.838921 2.016098 -0.05 0.01 0.00 0.228
H 2.377448 -2.330400 0.603592 -0.01 0.01 0.00 0.259
H 1.007478 -4.724252 -1.317171 0.01 -0.04 -0.05 0.205
H 1.482679 -5.326794 -3.656117 0.01 0.00 0.01 0.218
H 1.041796 -3.688231 -5.463191 0.02 0.00 0.01 0.217
H 0.115366 -1.478114 -4.917247 0.00 -0.03 -0.04 0.203
H -0.587821 0.730378 -4.779701 -0.04 -0.15 0.03 0.225
H 0.935676 0.889044 -3.869226 -0.01 -0.01 -0.01 0.244
H -0.378371 2.030177 -3.596938 -0.01 -0.02 0.04 0.253
H -2.430549 -0.989127 -4.184073 0.13 0.01 0.00 0.223
H -3.226185 0.259792 -3.192617 0.00 -0.01 0.00 0.233
H -3.048646 -1.384248 -2.563739 0.00 0.01 0.00 0.232
O 3.555667 0.775625 -1.547598 -0.10 0.07 0.13 -0.519
C 2.427039 0.858805 -1.162741 0.93 0.02 -0.69 0.670
O 1.722485 -0.160310 -0.667701 1.70 -0.55 -1.04 -0.849
C 1.613074 2.196077 -1.256823 0.46 0.72 -0.70 0.677
O 2.127894 3.191792 -1.677658 -0.05 -0.11 0.10 -0.529
O 0.348714 2.064567 -0.901599 0.44 1.69 -1.04 -0.817
```
Forces are in eV/Å.

F_max = 3.958 eV/A
Gap between HOMO and LUMO = 7.979 eV
Calculated total energy = -6886.79975 a.u.
HOMO energy = -8.6 eV
Total charge = 0

Number 1: LUMO level 0.08 eV. Number 2: LUMO level -0.63 eV.